Entry 1:
This record from the Open Molecules 2025 dataset describes a structure of composition C19H50AsGeN5O5RuSi2 in a non-equilibrium geometry. The level of theory is wB97M-V/def2-TZVPD.

```
! wB97M-V def2-TZVPD RIJCOSX def2/J DEFGRID3
* xyz 2 1
Ru 0.2185 0.6324 -0.0720
C 0.9218 4.2755 0.9588
C 0.3270 4.1683 -0.4452
C 1.3744 4.4752 -1.5106
C -0.8229 5.1705 -0.5669
O -0.1586 2.8248 -0.6342
Ge -1.9835 2.4384 -1.0191
O -1.8882 1.5734 0.7032
C -3.0214 1.1523 1.4712
C -3.2594 2.1742 2.5815
C -4.2697 1.0453 0.5918
C -2.6996 -0.2200 2.0617
O -1.1066 0.5558 -1.5700
C -1.1193 -0.1249 -2.8331
C -1.6552 0.8416 -3.8893
C 0.2959 -0.5567 -3.2196
C -2.0337 -1.3416 -2.6964
H 1.2654 5.2907 1.1524
H 1.7716 3.6000 1.0727
H 0.1564 4.0203 1.6974
H 1.7815 5.4748 -1.3584
H 0.9215 4.4325 -2.5018
H 2.1978 3.7609 -1.4817
H -0.4497 6.1812 -0.4122
H -1.5980 4.9720 0.1807
H -1.2720 5.1290 -1.5619
H -3.4801 3.1516 2.1503
H -2.3813 2.2687 3.2248
H -4.1048 1.8691 3.1988
H -4.5527 2.0254 0.2019
H -5.1089 0.6586 1.1673
H -4.0814 0.3757 -0.2523
H -1.9972 -0.1370 2.8951
H -2.2510 -0.8268 1.2747
H -3.6021 -0.7067 2.4286
H -0.9864 1.6998 -3.9844
H -2.6485 1.1994 -3.6124
H -1.7278 0.3420 -4.8537
H 0.9733 0.2953 -3.1502
H 0.3090 -0.9365 -4.2406
H 0.6472 -1.3528 -2.5581
H -3.0510 -1.0224 -2.4664
H -1.6745 -1.9806 -1.8829
H -2.0450 -1.9187 -3.6202
N 0.4013 1.1251 2.7039
N 1.7526 1.2351 3.0462
C 2.6871 1.3239 2.0828
N 3.9499 1.5266 2.4081
N 2.2294 1.1769 0.8292
N 2.9568 1.4351 -0.2751
O 4.0922 1.8615 -0.2441
O 2.3219 1.2079 -1.3064
H -0.0601 2.0325 2.7239
H -0.0596 0.4972 3.3496
H 2.0125 1.4038 4.0059
H 4.2533 1.6208 3.3648
H 4.6196 1.6733 1.6678
C 3.9211 -1.5030 -0.9334
Si 2.5919 -2.8050 -0.6895
C 3.0557 -3.9461 0.7356
C 2.2595 -3.6859 -2.3154
As 0.5761 -1.6386 0.2837
Si -0.8430 -3.6438 0.8909
C -0.1465 -3.9737 2.6076
C -2.6920 -3.3265 0.9397
C -0.4350 -4.9438 -0.4007
H 4.8032 -1.9741 -1.3745
H 4.2338 -1.0573 0.0133
H 3.6038 -0.7191 -1.6186
H 4.0485 -4.3627 0.5500
H 2.3668 -4.7843 0.8476
H 3.0957 -3.4041 1.6820
H 3.0046 -4.4779 -2.4263
H 2.3822 -3.0003 -3.1545
H 1.2755 -4.1452 -2.3906
H -0.3852 -3.1512 3.2843
H 0.9357 -4.1060 2.5933
H -0.5893 -4.8820 3.0227
H -2.9906 -2.8493 1.8714
H -3.1999 -4.2932 0.8895
H -3.0510 -2.7228 0.1056
H 0.6152 -5.2350 -0.3876
H -0.6945 -4.6015 -1.4040
H -1.0302 -5.8370 -0.1979
*
```

=====

Entry 2:
This record from the Open Molecules 2025 dataset describes a cluster of 4 separate species, C19H50BO12P3 in total in a non-equilibrium geometry. The level of theory is wB97M-V/def2-TZVPD.

Properties
Energy relative to the best compared isomer or geometry (same formula, charge and spin) in kcal per mole: 122.1
SMILES: COP(=O)(OC)OC.COP(=O)(OC)OC.COP(=O)(OC)OC.BCCCCCCCCCC

```
! wB97M-V def2-TZVPD RIJCOSX def2/J DEFGRID3
* xyz 0 1
B 1.0162 3.3416 -3.1072
C 1.0099 4.9866 -3.0928
C -0.0687 5.6646 -2.0594
C -1.6234 5.1863 -2.2640
C -2.3543 4.7000 -0.8405
C -2.1165 3.0706 -0.5484
C -1.6301 2.8559 1.0017
C -1.0758 1.3561 1.3594
C -0.7494 0.4041 0.0658
C 0.0233 -1.0113 0.4412
C -0.0396 -1.9396 -0.9421
H 1.4378 2.7172 -2.2016
H 0.5314 2.7370 -4.0196
H 0.9467 5.4270 -4.1999
H 2.0894 5.3170 -2.7040
H -0.0157 6.8416 -2.2515
H 0.3129 5.5294 -0.9380
H -2.2298 6.1636 -2.5835
H -1.7959 4.4133 -3.1307
H -1.9429 5.3779 0.0374
H -3.5305 4.8453 -0.9169
H -1.3563 2.7190 -1.3655
H -3.1430 2.4991 -0.7154
H -2.5641 3.0713 1.7113
H -0.7978 3.6330 1.2713
H -1.8633 0.8264 2.0757
H -0.0914 1.5133 2.0160
H -1.7556 0.1040 -0.4950
H -0.0882 1.0015 -0.7121
H -0.5819 -1.5374 1.3068
H 1.1571 -0.8728 0.7184
H 0.8891 -2.6442 -1.0670
H -0.1185 -1.1816 -1.8485
H -1.0666 -2.5481 -0.9551
C 0.3092 -4.9901 6.4849
O 0.5484 -4.2587 5.2999
P -0.1242 -4.8166 3.9452
O -0.9079 -6.0827 4.0912
O 1.1130 -4.8915 2.9192
C 2.0767 -5.8971 3.1433
O -0.9586 -3.5523 3.4004
C -2.1628 -3.2429 4.0670
H 0.8252 -5.9525 6.4381
H 0.6967 -4.4206 7.3332
H -0.7636 -5.1458 6.6295
H 1.6015 -6.8447 3.4118
H 2.7550 -5.5848 3.9417
H 2.6523 -6.0422 2.2254
H -1.9530 -2.9060 5.0855
H -2.8214 -4.1151 4.0917
H -2.6666 -2.4387 3.5249
C 8.3601 4.8789 -3.0501
O 7.0286 4.7457 -3.5038
P 5.9418 5.7716 -2.8996
O 6.4659 6.7399 -1.8865
O 4.7666 4.8041 -2.3782
C 5.0319 4.0281 -1.2303
O 5.2934 6.4378 -4.2139
C 6.0685 7.4006 -4.8940
H 8.4270 4.5789 -2.0012
H 9.0015 4.2263 -3.6474
H 8.7042 5.9103 -3.1684
H 5.5599 4.6138 -0.4727
H 5.6303 3.1560 -1.5064
H 4.0819 3.6878 -0.8098
H 6.9501 6.9293 -5.3363
H 6.3754 8.1968 -4.2107
H 5.4630 7.8377 -5.6920
C -4.9673 -5.1877 -1.6283
O -5.0158 -6.2123 -0.6566
P -5.0925 -5.7557 0.8875
O -5.0682 -4.2784 1.1227
O -3.8952 -6.5789 1.5787
C -2.5772 -6.1793 1.2729
O -6.4033 -6.5154 1.4317
C -7.6550 -5.9934 1.0432
H -4.0084 -4.6662 -1.5709
H -5.0675 -5.6381 -2.6188
H -5.7887 -4.4806 -1.4814
H -2.4874 -5.0895 1.2690
H -2.2898 -6.5772 0.2961
H -1.9030 -6.5830 2.0328
H -7.7971 -6.1191 -0.0334
H -7.7267 -4.9349 1.3070
H -8.4413 -6.5398 1.5701
*
```

=====

Entry 3:
This record from the Open Molecules 2025 dataset describes a cluster of 6 separate species, C19H50O8PS in total in a non-equilibrium geometry. The level of theory is wB97M-V/def2-TZVPD.

```
! wB97M-V def2-TZVPD RIJCOSX def2/J DEFGRID3
* xyz -1 1
C -6.6797 2.6799 1.4122
C -6.9305 1.4962 0.3922
P -5.5249 0.2833 0.1915
C -4.7630 -0.2457 1.8111
C -4.0021 0.8659 2.6210
S -4.0669 0.9471 -1.2184
O -4.7346 1.5112 -2.4143
O -3.1067 1.9401 -0.6557
O -3.3011 -0.2886 -1.7219
H -7.1837 2.5146 2.3966
H -7.1737 3.5882 0.9779
H -5.6011 2.9058 1.5372
H -7.7978 0.8966 0.7676
H -7.2248 1.9098 -0.5953
H -4.0485 -1.0784 1.6446
H -5.6097 -0.5848 2.4609
H -3.1959 1.3784 2.0574
H -3.5026 0.3479 3.4857
H -4.6761 1.6171 3.0957
C 2.1409 0.1168 -1.2653
C 1.0504 0.9512 -0.6079
C -0.0320 1.3299 -1.6035
O 1.6320 2.1357 -0.0517
H 2.6287 0.6789 -2.0684
H 2.9181 -0.1415 -0.5396
H 1.7334 -0.8057 -1.6837
H 0.6079 0.3915 0.2184
H 0.3853 1.9307 -2.4207
H -0.8024 1.9350 -1.1260
H -0.5036 0.4425 -2.0291
H 2.0259 2.6395 -0.7726
C 2.2633 0.7746 2.9793
C 2.1295 2.1464 3.6149
C 3.4885 2.7074 4.0049
O 1.2995 2.0603 4.7769
H 2.7142 0.0621 3.6789
H 1.2807 0.3783 2.7134
H 2.8770 0.8155 2.0820
H 1.6374 2.8262 2.9177
H 3.9798 2.0609 4.7395
H 3.3785 3.6901 4.4694
H 4.1403 2.8027 3.1342
H 1.7261 1.4608 5.3995
C 5.9826 -1.5473 0.2216
C 5.8540 -0.1754 0.8605
C 7.2119 0.3877 1.2524
O 5.0251 -0.2691 2.0204
H 6.4315 -2.2606 0.9199
H 4.9999 -1.9380 -0.0419
H 6.5974 -1.5100 -0.6806
H 5.3611 0.5076 0.1654
H 7.7041 -0.2599 1.9846
H 7.1000 1.3683 1.7199
H 7.8641 0.4879 0.3823
H 5.4532 -0.8700 2.6418
C -4.0639 1.0623 -5.3554
C -4.7225 0.2368 -6.4474
C -3.6868 -0.4893 -7.2934
O -5.5097 1.0886 -7.2878
H -3.4100 1.8280 -5.7895
H -4.8132 1.5843 -4.7632
H -3.4712 0.4357 -4.6873
H -5.4031 -0.4887 -5.9978
H -3.0218 0.2245 -7.7900
H -4.1728 -1.0718 -8.0807
H -3.0817 -1.1628 -6.6835
H -4.9163 1.7333 -7.6888
C 1.3626 -4.0849 0.8827
C 2.7405 -4.7145 1.0190
C 2.8941 -5.4270 2.3544
O 3.7403 -3.7033 0.9000
H 1.1983 -3.3368 1.6639
H 1.2698 -3.5691 -0.0745
H 0.5749 -4.8379 0.9509
H 2.9022 -5.4235 0.2044
H 2.7806 -4.7236 3.1847
H 3.8907 -5.8651 2.4427
H 2.1525 -6.2206 2.4668
H 3.6058 -3.0704 1.6168
*
```

=====

| no. | electronic energy (eV) |
| --- | --- |
| 1 | -173878.6060 |
| 2 | -73628.1399 |
| 3 | -57018.4387 |